No. 1
{"formula": "C22H25N3O5S2", "method": "ωB97M-V with the def2-TZVPD basis set", "smiles": "CCOc1ccc(NC(=O)CN2C(=O)CSc3ccc(S(=O)(=O)N4CCCC4)cc32)cc1", "de_lowest_kj_mol": 62.15, "total_charge": 0, "elements": ["C", "C", "O", "C", "C", "C", "C", "N", "C", "O", "C", "N", "C", "O", "C", "S", "C", "C", "C", "C", "S", "O", "O", "N", "C", "C", "C", "C", "C", "C", "C", "C", "H", "H", "H", "H", "H", "H", "H", "H", "H", "H", "H", "H", "H", "H", "H", "H", "H", "H", "H", "H", "H", "H", "H", "H", "H"], "xyz": [[-7.143, -2.064, 0.157], [-6.767, -1.345, 1.449], [-6.384, -0.001, 1.233], [-5.157, 0.281, 0.720], [-4.144, -0.639, 0.469], [-2.925, -0.224, -0.039], [-2.695, 1.118, -0.308], [-1.487, 1.604, -0.829], [-0.370, 0.924, -1.144], [-0.200, -0.277, -1.051], [0.747, 1.851, -1.658], [1.323, 2.673, -0.603], [0.726, 3.860, -0.329], [-0.298, 4.210, -0.890], [1.394, 4.706, 0.724], [3.180, 4.822, 0.402], [3.471, 3.086, 0.491], [4.665, 2.600, 1.006], [4.868, 1.237, 1.121], [3.858, 0.372, 0.745], [4.043, -1.398, 0.991], [3.289, -1.734, 2.166], [5.448, -1.694, 0.977], [3.298, -1.992, -0.384], [2.033, -2.699, -0.192], [2.215, -4.098, -0.807], [3.728, -4.225, -0.990], [4.133, -2.780, -1.272], [2.673, 0.838, 0.216], [2.475, 2.205, 0.051], [-3.706, 2.044, -0.054], [-4.917, 1.632, 0.451], [-6.294, -2.119, -0.520], [-7.946, -1.527, -0.342], [-7.480, -3.072, 0.384], [-5.981, -1.890, 1.986], [-7.641, -1.273, 2.102], [-4.281, -1.690, 0.667], [-2.151, -0.949, -0.228], [-1.457, 2.613, -0.960], [1.536, 1.243, -2.101], [0.333, 2.528, -2.412], [1.254, 4.272, 1.717], [0.981, 5.713, 0.699], [5.424, 3.303, 1.313], [5.788, 0.832, 1.508], [1.230, -2.142, -0.680], [1.830, -2.743, 0.879], [1.806, -4.877, -0.167], [1.717, -4.147, -1.776], [4.003, -4.905, -1.793], [4.199, -4.554, -0.063], [3.903, -2.502, -2.306], [5.179, -2.567, -1.058], [1.914, 0.128, -0.066], [-3.533, 3.092, -0.257], [-5.705, 2.341, 0.652]], "atomic_forces_ev_per_a": [[0.2, 0.3, 0.2], [-0.2, -0.4, -0.1], [0.0, 0.2, 0.0], [0.2, 0.1, -0.1], [-0.4, 0.0, 0.2], [0.2, 0.1, -0.1], [-0.2, -0.4, 0.2], [-0.2, 0.4, 0.0], [0.4, 0.5, -0.3], [0.0, -0.3, 0.0], [-0.2, -0.1, -0.2], [-0.1, -0.1, -0.2], [0.0, 0.3, 0.2], [-0.2, 0.2, -0.1], [0.4, 0.1, 0.0], [-0.2, -0.1, -0.1], [-0.1, 0.2, 0.0], [-0.2, -0.1, -0.1], [0.1, -0.1, 0.0], [0.1, -0.4, 0.0], [-0.1, 0.6, -0.1], [-0.2, 0.0, -0.2], [0.0, 0.1, -0.2], [0.6, 0.3, 1.0], [-0.9, -0.1, 0.3], [0.1, 0.0, 0.0], [-0.1, 0.1, -0.1], [0.6, -0.3, -0.4], [-0.1, 0.2, 0.0], [0.6, -0.3, 0.4], [0.1, -0.2, 0.0], [-0.1, -0.2, 0.1], [0.0, -0.1, -0.1], [-0.1, 0.0, -0.1], [0.0, -0.1, 0.0], [-0.1, 0.1, 0.0], [0.2, -0.1, 0.0], [-0.1, -0.1, 0.0], [0.0, 0.0, 0.0], [0.2, -0.2, 0.0], [-0.2, 0.0, 0.1], [0.1, -0.1, 0.1], [-0.1, 0.0, 0.0], [-0.1, -0.1, 0.0], [0.1, 0.0, 0.1], [0.2, 0.0, 0.1], [0.1, -0.1, 0.1], [-0.2, -0.1, -0.2], [-0.1, 0.0, 0.0], [0.0, 0.0, 0.0], [0.1, 0.0, 0.0], [0.1, 0.0, 0.0], [0.1, 0.0, 0.0], [0.0, -0.1, -0.2], [-0.2, 0.0, -0.2], [0.0, 0.1, 0.0], [-0.1, 0.1, 0.0]]}



No. 2
{"formula": "C22H26As2NO2Pb", "method": "ωB97M-V with the def2-TZVPD basis set", "de_lowest_kj_mol": 107.17, "total_charge": 1, "elements": ["Pb", "C", "C", "C", "C", "N", "C", "C", "C", "C", "C", "C", "C", "H", "H", "H", "H", "H", "H", "H", "H", "C", "As", "C", "C", "C", "C", "C", "C", "C", "As", "C", "C", "H", "H", "H", "H", "H", "H", "H", "H", "H", "H", "H", "H", "H", "H", "H", "H", "O", "O", "C", "H", "H"], "xyz": [[0.787, 0.471, 0.942], [-2.799, 3.477, 1.541], [-2.479, 3.720, 2.875], [-1.688, 2.841, 3.584], [-1.213, 1.710, 2.948], [-1.458, 1.495, 1.639], [-2.281, 2.319, 1.026], [-0.451, 0.643, 3.658], [-0.457, 0.575, 5.057], [0.302, -0.394, 5.705], [1.047, -1.300, 4.977], [1.087, -1.226, 3.599], [0.306, -0.256, 2.940], [-3.353, 4.171, 0.935], [-2.754, 4.657, 3.340], [-1.436, 3.008, 4.626], [-2.029, 1.336, -0.670], [-1.033, 1.288, 5.636], [0.314, -0.412, 6.786], [1.651, -1.994, 5.548], [2.761, -2.623, 3.445], [1.677, -3.540, -0.522], [0.587, -1.987, -0.808], [-0.977, -2.886, -1.464], [1.363, -1.209, -2.433], [2.511, -1.788, -2.978], [3.184, -1.178, -4.030], [2.663, -0.019, -4.589], [1.475, 0.513, -4.100], [0.826, -0.038, -2.992], [-0.734, 0.905, -2.319], [-2.051, 0.422, -3.689], [-0.352, 2.723, -2.802], [2.697, -3.354, -0.215], [1.677, -4.094, -1.459], [1.216, -4.159, 0.261], [-0.671, -3.530, -2.306], [-1.780, -2.209, -1.741], [-1.320, -3.507, -0.642], [2.911, -2.692, -2.533], [4.101, -1.616, -4.397], [3.198, 0.499, -5.380], [1.085, 1.397, -4.580], [-1.635, 0.602, -4.688], [-2.904, 1.065, -3.569], [-2.364, -0.607, -3.528], [-0.307, 2.871, -3.886], [0.583, 3.005, -2.329], [-1.100, 3.401, -2.378], [-2.729, 1.866, -0.184], [-3.264, 2.857, -1.185], [1.933, -2.250, 2.835], [2.383, -1.873, 1.915], [1.293, -3.095, 2.579]], "atomic_forces_ev_per_a": [[0.0, 0.1, -1.0], [0.2, 0.4, 0.8], [0.3, 0.7, -0.5], [-0.1, -0.3, 0.4], [0.1, -0.5, 0.3], [0.1, -0.3, 0.2], [-0.3, 0.4, 0.1], [-0.1, 0.6, 0.8], [0.1, 0.0, 0.0], [-0.6, 0.7, 0.0], [0.3, 0.1, 0.4], [0.2, -0.3, -0.6], [0.9, -1.0, 0.1], [-0.3, -0.2, -0.1], [-0.3, -0.1, 0.0], [-0.1, 0.1, -0.3], [0.1, -0.1, 0.1], [0.0, -0.2, 0.0], [0.0, -0.1, 0.0], [0.1, -0.2, -0.3], [-0.2, 0.1, 0.0], [-0.1, -0.7, 0.2], [0.2, 1.0, -0.2], [-0.1, -0.5, -0.2], [-0.1, 0.0, 0.2], [-0.1, 0.2, 0.2], [-0.3, -0.1, 0.1], [0.0, 0.0, 0.1], [0.3, -0.1, 0.1], [0.5, -0.1, -0.3], [-0.6, -0.4, -0.2], [0.5, 0.1, 0.0], [0.1, 0.7, -0.1], [0.2, 0.3, 0.0], [0.0, -0.2, 0.1], [0.0, 0.2, -0.3], [-0.3, 0.3, 0.3], [0.1, 0.1, -0.1], [-0.2, -0.2, 0.0], [0.1, 0.1, -0.2], [0.1, 0.0, -0.1], [-0.2, -0.2, 0.0], [-0.1, 0.1, 0.0], [0.0, -0.3, 0.2], [-0.4, 0.3, 0.2], [0.1, -0.1, -0.3], [0.1, 0.0, 0.3], [0.4, 0.0, -0.2], [-0.2, -0.4, -0.1], [-0.3, -0.1, -0.9], [0.4, -0.2, 0.5], [-0.3, 0.3, 0.5], [-0.1, 0.2, -0.1], [0.1, -0.1, -0.1]]}



No. 3
{"formula": "C22H26AsF10N4O4W", "method": "ωB97M-V with the def2-TZVPD basis set", "de_lowest_kj_mol": 127.63, "total_charge": 3, "elements": ["W", "C", "N", "C", "C", "N", "C", "C", "F", "C", "F", "C", "F", "C", "F", "C", "F", "C", "C", "N", "C", "C", "F", "C", "F", "C", "F", "C", "F", "C", "F", "H", "H", "H", "H", "H", "H", "H", "H", "H", "H", "H", "N", "C", "C", "O", "O", "H", "H", "H", "H", "C", "As", "C", "C", "O", "H", "H", "H", "H", "H", "H", "H", "H", "H", "O", "H", "H"], "xyz": [[-0.534, 0.185, -0.191], [-0.863, 0.924, -3.290], [-1.247, 1.468, -1.951], [-0.614, 2.787, -1.812], [0.850, 2.520, -1.592], [1.015, 1.206, -0.903], [2.397, 0.868, -0.728], [2.810, -0.466, -0.672], [1.885, -1.430, -0.494], [4.124, -0.881, -0.730], [4.396, -2.173, -0.660], [5.139, 0.060, -0.809], [6.392, -0.307, -0.851], [4.790, 1.402, -0.789], [5.726, 2.325, -0.804], [3.461, 1.793, -0.736], [3.257, 3.107, -0.658], [-2.717, 1.557, -1.874], [-3.194, 0.136, -1.776], [-2.169, -0.616, -1.011], [-2.500, -1.977, -0.801], [-3.642, -2.679, -1.218], [-4.641, -2.093, -1.864], [-3.772, -4.043, -0.967], [-4.855, -4.658, -1.376], [-2.788, -4.759, -0.298], [-2.935, -6.038, -0.074], [-1.643, -4.090, 0.135], [-0.671, -4.704, 0.781], [-1.564, -2.751, -0.138], [-0.446, -2.039, 0.283], [-1.139, 1.659, -4.046], [-1.396, 0.004, -3.494], [0.204, 0.737, -3.335], [-1.056, 3.308, -0.968], [-0.780, 3.383, -2.710], [1.244, 3.306, -0.957], [1.429, 2.510, -2.517], [-3.113, 2.065, -2.755], [-2.986, 2.138, -0.995], [-3.340, -0.321, -2.754], [-4.150, 0.091, -1.253], [-2.058, -0.483, 1.747], [-2.425, 0.740, 2.482], [-1.460, 1.795, 2.009], [-0.874, 2.619, 2.618], [-1.321, 1.660, 0.629], [-2.891, -0.985, 1.454], [-1.537, -1.110, 2.356], [-2.403, 0.635, 3.564], [-3.428, 1.066, 2.200], [0.683, 0.163, 4.236], [1.698, 0.368, 2.643], [2.286, 2.158, 2.406], [3.124, -0.887, 2.684], [0.606, -0.032, 1.340], [1.369, 0.217, 5.083], [0.215, -0.822, 4.238], [-0.043, 0.970, 4.317], [2.592, 2.556, 3.374], [1.450, 2.740, 2.020], [3.135, 2.170, 1.727], [3.715, -0.641, 3.569], [3.747, -0.783, 1.799], [2.729, -1.898, 2.772], [0.173, -1.627, -2.275], [0.920, -2.241, -2.300], [-0.365, -1.864, -3.042]], "atomic_forces_ev_per_a": [[-0.3, 0.1, 0.4], [0.0, 0.0, -0.1], [0.1, 0.0, 0.0], [0.0, 0.1, 0.0], [0.1, -0.1, -0.1], [0.0, 0.0, -0.1], [0.0, 0.0, 0.0], [-0.1, 0.0, 0.1], [0.0, 0.0, -0.2], [0.0, -0.1, 0.0], [0.0, 0.0, 0.0], [0.0, -0.1, 0.0], [0.0, 0.0, 0.0], [0.1, 0.1, 0.0], [0.0, 0.0, 0.0], [-0.1, 0.0, -0.1], [0.0, 0.0, 0.0], [0.0, 0.0, 0.0], [-0.1, 0.0, -0.1], [-0.2, -0.2, -0.2], [0.0, -0.1, 0.0], [0.1, 0.1, 0.0], [0.0, 0.0, 0.0], [-0.1, -0.1, 0.0], [0.0, 0.0, 0.0], [0.1, 0.0, 0.0], [0.0, 0.0, 0.0], [0.0, -0.1, 0.0], [0.0, 0.0, 0.0], [0.1, 0.1, 0.0], [0.0, -0.1, -0.1], [0.0, 0.0, 0.0], [0.0, 0.0, 0.0], [0.0, 0.0, 0.0], [0.0, 0.0, 0.0], [0.0, 0.0, 0.0], [0.0, 0.0, 0.0], [0.0, 0.0, 0.0], [0.0, 0.0, 0.0], [0.0, 0.0, 0.0], [0.0, 0.0, 0.0], [0.0, 0.0, 0.0], [0.1, -0.1, 0.1], [0.0, -0.1, -0.1], [-0.2, 0.0, 0.2], [0.0, 0.0, -0.1], [0.1, 0.6, 0.0], [0.0, 0.0, 0.0], [0.0, 0.0, -0.1], [0.1, 0.0, 0.0], [0.0, 0.0, 0.0], [-0.1, 0.0, 0.0], [0.3, 0.1, 0.3], [0.1, 0.1, -0.1], [0.0, 0.0, -0.1], [-0.1, -0.3, 0.0], [0.0, 0.0, 0.0], [0.0, 0.0, 0.0], [0.0, 0.0, 0.0], [0.0, 0.0, 0.0], [0.1, 0.1, 0.0], [0.0, 0.0, 0.1], [0.0, 0.0, 0.0], [0.0, 0.0, 0.0], [0.0, 0.0, 0.0], [0.0, -0.1, -0.2], [0.0, 0.0, 0.0], [0.0, 0.0, 0.0]]}



No. 4
{"formula": "C22H26CdF5O24S", "method": "ωB97M-V with the def2-TZVPD basis set", "de_lowest_kj_mol": 0.00, "total_charge": 1, "elements": ["Cd", "C", "F", "F", "F", "S", "O", "O", "O", "C", "C", "O", "C", "O", "O", "F", "H", "H", "H", "C", "C", "O", "C", "O", "O", "F", "H", "H", "H", "C", "C", "O", "C", "O", "O", "H", "H", "H", "H", "C", "C", "O", "C", "O", "O", "H", "H", "H", "H", "C", "C", "O", "C", "O", "O", "H", "H", "H", "H", "C", "C", "O", "C", "O", "O", "H", "H", "H", "H", "C", "C", "O", "C", "O", "O", "H", "H", "H", "H"], "xyz": [[-0.707, -0.510, -1.955], [1.165, 2.714, 0.699], [1.731, 2.735, 1.856], [0.602, 3.860, 0.377], [2.119, 2.565, -0.219], [-0.122, 1.417, 0.735], [-0.614, 1.350, -0.607], [0.524, 0.228, 1.214], [-1.057, 2.079, 1.626], [-3.714, -1.797, 1.303], [-3.052, -2.923, 2.030], [-1.628, -2.748, 1.627], [-1.611, -2.014, 0.497], [-0.649, -1.937, -0.203], [-2.772, -1.382, 0.333], [-3.416, -4.169, 1.642], [-3.987, -0.957, 1.881], [-4.626, -2.141, 0.804], [-3.001, -2.882, 3.152], [-0.185, 0.210, 4.605], [-0.751, -0.915, 3.725], [-1.900, -0.435, 3.209], [-2.170, 0.864, 3.663], [-3.193, 1.436, 3.495], [-1.166, 1.219, 4.512], [-1.132, -2.034, 4.441], [0.790, 0.557, 4.226], [-0.160, -0.132, 5.661], [-0.080, -1.201, 2.964], [3.649, -2.068, 0.491], [3.994, -0.626, 0.186], [3.069, -0.330, -0.926], [2.213, -1.350, -1.119], [1.385, -1.366, -2.032], [2.539, -2.354, -0.330], [3.209, -2.129, 1.459], [4.389, -2.794, 0.328], [4.958, -0.279, -0.108], [3.616, -0.044, 1.044], [-0.771, -3.497, -5.303], [-2.210, -3.733, -5.561], [-2.897, -2.849, -4.629], [-2.054, -2.465, -3.652], [-2.375, -1.782, -2.708], [-0.787, -2.786, -3.962], [-0.333, -2.759, -5.931], [-0.148, -4.370, -5.189], [-2.677, -4.727, -5.322], [-2.401, -3.381, -6.550], [-1.281, 3.522, -4.746], [-2.297, 2.937, -5.711], [-2.235, 1.514, -5.510], [-1.500, 1.311, -4.420], [-1.162, 0.207, -3.964], [-0.962, 2.360, -3.932], [-1.679, 4.264, -3.937], [-0.428, 3.903, -5.221], [-2.073, 3.123, -6.732], [-3.385, 3.313, -5.535], [8.201, -0.350, 4.560], [7.001, 0.105, 5.308], [6.057, -0.921, 5.023], [6.289, -1.189, 3.710], [5.551, -1.767, 2.984], [7.544, -0.925, 3.433], [8.850, -1.097, 5.017], [8.824, 0.455, 4.242], [6.543, 1.037, 4.963], [7.266, 0.243, 6.365], [-3.302, 3.890, -0.007], [-4.174, 2.761, 0.484], [-4.019, 1.736, -0.615], [-3.566, 2.435, -1.710], [-3.440, 1.970, -2.830], [-3.238, 3.685, -1.418], [-2.364, 3.926, 0.513], [-3.750, 4.889, 0.212], [-5.193, 2.972, 0.617], [-3.684, 2.321, 1.374]], "atomic_forces_ev_per_a": [[0.4, 0.6, 0.5], [-0.2, -0.5, -2.0], [0.8, 0.5, 2.0], [-0.7, 1.1, 0.5], [0.5, -0.9, -0.5], [0.1, 1.6, 2.6], [-0.8, -0.8, -3.0], [0.3, -0.5, 0.0], [0.1, -0.7, -0.1], [-1.2, -0.7, -0.8], [2.6, -0.2, 1.8], [-1.3, -0.3, -0.6], [-1.5, -0.6, 2.3], [0.6, 0.3, -0.9], [0.9, 0.1, -1.1], [-0.2, 0.4, -0.2], [0.0, 0.8, 1.0], [0.2, -0.1, -0.1], [-0.4, 0.0, -1.2], [0.0, -0.8, 0.4], [0.6, -0.1, 1.3], [-1.6, 2.1, -1.1], [0.5, -1.0, 1.5], [0.5, -0.2, -0.4], [-0.9, 0.6, -0.8], [0.5, -0.1, 0.4], [-0.5, 0.0, 0.3], [0.3, 0.2, -0.7], [0.7, -0.7, -0.8], [-0.5, 0.7, 0.5], [-2.3, 0.9, 0.3], [-0.5, -0.2, -0.1], [1.7, 0.6, -0.5], [0.5, 0.1, 1.2], [-1.7, -0.6, -1.6], [0.5, -0.2, 1.0], [1.0, -0.9, -0.2], [0.7, -0.4, -0.2], [0.5, 0.1, -0.5], [0.7, 0.7, 2.6], [-1.7, -0.5, 0.9], [0.4, 0.3, 0.8], [0.4, 0.1, -2.2], [-0.3, -0.8, 0.2], [-0.6, -0.9, -0.3], [0.3, 0.3, -0.8], [0.1, -0.2, 0.0], [1.0, 0.7, -0.7], [-0.8, -0.1, -0.7], [-2.2, 0.5, 3.0], [-2.7, 1.0, 0.4], [0.4, -0.3, 1.0], [0.8, -2.0, -0.3], [-1.1, 0.6, -1.2], [1.0, 1.9, 0.1], [0.5, -1.1, -2.0], [1.4, 0.3, -0.5], [0.3, 0.1, -0.8], [1.9, -0.9, -0.1], [0.0, 0.0, -0.6], [0.2, 0.8, 1.8], [-0.6, 0.4, -0.1], [0.0, -1.7, 1.2], [-0.9, 0.2, -0.6], [1.4, 0.3, -1.5], [-0.4, -0.1, 0.3], [0.4, 0.6, -0.4], [0.5, 0.1, -0.2], [-0.7, -0.5, -0.1], [-1.5, 1.6, 0.7], [2.5, -2.0, -0.1], [0.2, 2.1, -0.4], [0.0, -1.7, -0.5], [-0.4, 0.3, 1.5], [0.4, 0.4, 0.1], [0.9, -0.5, -0.4], [0.0, -0.7, -0.5], [-1.3, 0.2, 0.0], [-0.7, 0.1, -0.4]]}



| no. | HOMO energy (eV) |
| --- | --- |
| 1 | -8.02 |
| 2 | -11.53 |
| 3 | -17.47 |
| 4 | -12.80 |